One molecule with the formula C7H12, computed with ωB97M-V/def2-TZVPD.

Properties
Total charge   0
Lowest unoccupied orbital energy   1.2 eV
HOMO energy   -9.5 eV
Kohn-Sham gap   10.677 eV
SMILES string   CC[C@H]1C[C@H]2C[C@@H]12

Geometry as XYZ:
```
19
Properties=species:S:1:pos:R:3:forces:R:3
C 2.485 0.348 -0.754 -0.3 0.1 0.2
C 1.163 -0.467 -0.695 -0.7 0.3 0.0
C 0.244 -0.260 0.628 0.0 0.0 -1.5
C -0.591 1.104 0.818 0.5 -0.2 -0.5
C -1.922 0.318 0.837 0.5 0.0 0.1
C -2.033 -0.501 -0.408 0.0 -0.1 -0.2
C -1.153 -0.989 0.717 0.9 -0.3 -0.3
H 2.992 0.301 -1.737 -0.5 -0.2 0.4
H 3.238 0.048 -0.006 -0.4 0.0 -0.1
H 2.255 1.403 -0.590 0.1 0.1 0.1
H 0.515 -0.132 -1.481 0.0 -0.1 -1.1
H 1.436 -1.535 -0.863 -0.6 0.6 0.4
H 1.110 -0.525 1.184 -0.4 0.0 2.6
H -0.439 1.711 -0.078 -0.3 0.3 0.0
H -0.463 1.770 1.692 0.4 -0.8 -0.2
H -2.796 0.536 1.460 0.5 -0.1 -0.2
H -2.953 -1.062 -0.544 0.1 0.1 0.1
H -1.604 -0.145 -1.343 0.0 0.0 0.2
H -1.385 -1.960 1.161 0.3 0.4 0.0
```
Positions in Å, forces in eV/Å.

Let us look at the Löwdin charges, expressed in e, one per atom:
1 C -0.1166
2 C -0.2184
3 C -0.2026
4 C -0.0909
5 C -0.2225
6 C -0.1064
7 C -0.1826
8 H 0.0715
9 H 0.0687
10 H 0.0619
11 H 0.0684
12 H 0.1142
13 H 0.0994
14 H 0.0958
15 H 0.1076
16 H 0.1300
17 H 0.1011
18 H 0.0956
19 H 0.1257